(1)
The following is a DFT calculation (ωB97M-V/def2-TZVPD) of 6 unconnected molecules or ions with the total composition C18H28Br2NO15 in a non-equilibrium geometry.

Geometry as ORCA input:
```
! RIJCOSX wB97M-V def2-TZVPD def2/J DEFGRID3
* xyz -1 1
N 0.881 -0.099 1.397
O -0.171 0.446 0.947
O 1.464 0.382 2.401
O 1.275 -1.169 0.890
Br -2.520 3.978 3.515
C -1.028 2.691 3.283
C -1.148 1.464 4.128
Br -0.697 1.869 5.991
H -0.100 3.210 3.504
H -1.014 2.461 2.220
H -0.333 0.832 3.769
H -2.135 1.020 4.173
C 2.203 3.687 1.787
C 2.220 5.144 2.194
C 3.460 5.926 1.817
O 2.935 7.189 1.391
C 1.624 7.040 1.109
O 0.955 7.863 0.562
O 1.170 5.859 1.534
H 1.216 3.246 1.883
H 2.899 3.150 2.433
H 2.557 3.576 0.761
H 2.034 5.234 3.269
H 4.008 5.367 1.054
H 4.144 6.083 2.648
C 2.544 -4.999 -4.364
C 2.493 -5.285 -2.886
C 3.814 -5.830 -2.323
O 4.097 -5.017 -1.211
C 3.238 -3.973 -1.154
O 3.148 -3.176 -0.292
O 2.362 -4.049 -2.187
H 3.401 -4.389 -4.656
H 1.612 -4.513 -4.654
H 2.675 -5.897 -4.975
H 1.638 -5.921 -2.652
H 4.591 -5.786 -3.087
H 3.637 -6.879 -2.081
C -3.286 2.648 -2.166
C -2.712 1.437 -1.443
C -2.604 1.552 0.074
O -3.650 0.746 0.588
C -4.243 0.062 -0.404
O -5.157 -0.698 -0.291
O -3.703 0.383 -1.582
H -2.629 3.516 -2.183
H -4.187 2.980 -1.640
H -3.653 2.344 -3.145
H -1.817 1.031 -1.911
H -2.661 2.567 0.467
H -1.694 1.026 0.383
C -0.470 -4.102 -0.257
C -1.739 -3.276 -0.173
C -1.745 -1.935 -0.894
O -3.034 -1.807 -1.489
C -3.634 -3.039 -1.484
O -4.643 -3.322 -2.055
O -2.902 -3.890 -0.788
H -0.466 -4.929 0.452
H 0.352 -3.450 0.050
H -0.294 -4.459 -1.271
H -2.045 -3.146 0.866
H -0.989 -1.824 -1.675
H -1.545 -1.149 -0.164
*
```

Summary:
Energy relative to the best compared isomer or geometry (same formula, charge and spin) = 1.383 eV
Gap between HOMO and LUMO = 8.245 eV
LUMO energy = 2.1 eV
Calculated total energy = -7034.09037 Ha

---

(2)
The following is a DFT calculation (ωB97M-V/def2-TZVPD) of 5 unconnected molecules or ions with the total composition C2H14N2O4 in a non-equilibrium geometry.

Geometry as ORCA input:
```
! RIJCOSX wB97M-V def2-TZVPD def2/J DEFGRID3
* xyz 0 1
C -0.385 2.211 -1.082
N -0.243 0.832 -0.715
C -1.032 -0.039 -1.209
N -2.086 0.175 -2.051
H -0.865 2.434 -2.050
H 0.596 2.663 -1.242
H -0.899 2.815 -0.335
H -0.864 -1.063 -0.884
H -2.055 1.014 -2.601
H -2.502 -0.649 -2.441
O -0.863 -0.665 2.621
H 0.085 -0.635 2.464
H -1.281 -0.378 1.792
O 2.944 1.318 2.330
H 2.248 0.757 2.688
H 2.471 2.038 1.900
O 0.303 -3.473 -0.280
H -0.564 -3.889 -0.228
H 0.289 -2.753 0.371
O 1.392 -1.092 0.602
H 2.296 -1.241 0.310
H 1.014 -0.382 0.041
*
```

Summary:
Energy relative to the best compared isomer or geometry (same formula, charge and spin) = 0.597 eV
Gap between HOMO and LUMO = 10.395 eV
LUMO energy = 0.4 eV
Structure (SMILES) = C/N=C\N.O.O.O.O
Calculated total energy = -495.05996 Ha

---

(3)
The following is a DFT calculation (ωB97M-V/def2-TZVPD) of a molecular structure, C54H42FeP3SSi in a non-equilibrium geometry.

Geometry as ORCA input:
```
! RIJCOSX wB97M-V def2-TZVPD def2/J DEFGRID3
* xyz 0 6
Fe 0.404 -0.477 0.290
C 2.134 -5.601 -2.360
C 2.749 -4.778 -1.427
C 1.989 -3.953 -0.616
C 0.597 -3.955 -0.714
C -0.012 -4.766 -1.667
C 0.753 -5.586 -2.482
P -0.307 -2.809 0.376
C -0.234 -3.499 2.057
C -1.182 -3.067 2.980
C -1.116 -3.482 4.299
C -0.098 -4.331 4.710
C 0.851 -4.760 3.794
C 0.787 -4.343 2.474
C -2.095 -2.977 -0.040
C -2.726 -4.218 0.072
C -4.059 -4.355 -0.261
C -4.777 -3.246 -0.704
C -4.161 -2.010 -0.766
C -2.820 -1.837 -0.414
Si -1.969 -0.137 -0.232
C -2.174 0.719 -1.910
C -3.363 1.280 -2.382
C -3.510 1.681 -3.697
C -2.462 1.494 -4.594
C -1.265 0.969 -4.146
C -1.096 0.622 -2.805
P 0.579 0.082 -2.185
C 1.699 1.496 -2.519
C 2.451 1.999 -1.467
C 3.310 3.073 -1.671
C 3.423 3.647 -2.924
C 2.681 3.140 -3.989
C 1.828 2.073 -3.785
C 1.080 -1.157 -3.419
C 0.152 -2.069 -3.913
C 0.541 -3.040 -4.821
C 1.862 -3.117 -5.238
C 2.795 -2.224 -4.732
C 2.409 -1.251 -3.825
C -2.883 0.813 1.138
C -4.251 1.107 1.140
C -4.830 1.901 2.113
C -4.042 2.439 3.125
C -2.695 2.144 3.164
C -2.119 1.315 2.201
P -0.314 0.928 2.279
C 0.024 0.474 4.004
C -0.953 -0.011 4.867
C -0.609 -0.471 6.130
C 0.715 -0.459 6.541
C 1.698 0.004 5.675
C 1.358 0.455 4.413
C 0.386 2.598 2.053
C 0.873 3.385 3.091
C 1.355 4.660 2.834
C 1.351 5.161 1.540
C 0.862 4.381 0.500
C 0.382 3.109 0.759
H 2.730 -6.238 -2.999
H 3.826 -4.763 -1.337
H 2.476 -3.281 0.084
H -1.084 -4.755 -1.802
H 0.265 -6.206 -3.221
H -1.983 -2.401 2.674
H -1.857 -3.136 5.006
H -0.042 -4.654 5.741
H 1.650 -5.419 4.106
H 1.543 -4.680 1.774
H -2.170 -5.078 0.426
H -4.539 -5.321 -0.177
H -5.818 -3.346 -0.977
H -4.745 -1.156 -1.089
H -4.197 1.402 -1.703
H -4.443 2.115 -4.030
H -2.575 1.759 -5.637
H -0.468 0.808 -4.860
H 2.382 1.542 -0.486
H 3.887 3.454 -0.840
H 4.092 4.483 -3.082
H 2.774 3.574 -4.975
H 1.282 1.680 -4.631
H -0.884 -2.019 -3.597
H -0.193 -3.739 -5.200
H 2.163 -3.874 -5.950
H 3.830 -2.282 -5.042
H 3.148 -0.560 -3.438
H -4.885 0.709 0.358
H -5.890 2.114 2.079
H -4.479 3.080 3.879
H -2.082 2.558 3.957
H -1.991 -0.044 4.561
H -1.381 -0.845 6.790
H 0.984 -0.819 7.525
H 2.737 -0.001 5.976
H 2.136 0.771 3.726
H 0.889 3.005 4.106
H 1.733 5.262 3.650
H 1.729 6.154 1.341
H 0.858 4.755 -0.515
H -0.007 2.518 -0.067
S 2.431 -0.686 0.988
*
```

Summary:
Gap between HOMO and LUMO (spin up / spin down) = 5.866 / 7.264 eV
LUMO energy (spin up / spin down) = 0.6 / -0.1 eV
Calculated total energy = -5058.44726 Ha

---

(4)
The following is a DFT calculation (ωB97M-V/def2-TZVPD) of 6 unconnected molecules or ions with the total composition C4H17NO8 in a non-equilibrium geometry.

Geometry as ORCA input:
```
! RIJCOSX wB97M-V def2-TZVPD def2/J DEFGRID3
* xyz 0 1
O 1.662 1.287 1.072
C 0.491 1.572 0.749
N 0.181 2.832 0.148
C -0.406 2.639 -1.018
O -1.022 3.541 -1.462
C -0.691 1.343 -1.723
C -2.066 0.848 -1.598
O -2.177 -0.473 -1.087
H -0.386 0.959 0.987
H 0.725 3.531 0.479
H 0.063 0.559 -1.348
H -0.512 1.684 -2.875
H -2.691 1.347 -0.799
H -2.633 0.894 -2.535
H -2.144 -1.067 -1.983
O -1.214 -2.423 2.707
H -0.826 -2.868 1.912
H -0.353 -2.043 3.140
O -1.817 -0.091 1.694
H -1.839 -0.877 2.197
H -2.326 -0.272 0.823
O 3.574 -0.734 0.455
H 2.561 -0.403 0.513
H 4.048 0.104 0.619
O 1.674 -1.776 -1.566
H 2.178 -1.100 -1.357
H 1.999 -2.604 -1.373
O 1.300 -2.253 1.448
H 1.828 -2.587 0.841
H 0.820 -1.569 0.938
*
```

Summary:
Energy relative to the best compared isomer or geometry (same formula, charge and spin) = 4.794 eV
Gap between HOMO and LUMO = 10.259 eV
LUMO energy = 0.2 eV
Structure (SMILES) = O=CNC(=O)CCO.O.O.O.O.O
Calculated total energy = -819.17401 Ha

---

(5)
The following is a DFT calculation (ωB97M-V/def2-TZVPD) of 2 unconnected molecules or ions with the total composition CH5NO3 in a non-equilibrium geometry.

Geometry as ORCA input:
```
! RIJCOSX wB97M-V def2-TZVPD def2/J DEFGRID3
* xyz 1 2
N -0.183 0.649 -0.894
C 0.702 0.653 0.106
O 1.746 1.528 -0.205
O 0.792 -0.240 0.963
H 0.042 1.161 -1.733
H -1.046 0.149 -0.788
H 2.330 1.466 0.538
H -2.044 -2.283 0.857
H -0.769 -1.483 0.770
O -1.570 -1.599 0.384
*
```

Summary:
Energy relative to the best compared isomer or geometry (same formula, charge and spin) = 0.284 eV
Gap between HOMO and LUMO (spin up / spin down) = 11.219 / 5.396 eV
LUMO energy (spin up / spin down) = -4.9 / -10.7 eV
Calculated total energy = -321.21892 Ha

---

(6)
The following is a DFT calculation (ωB97M-V/def2-TZVPD) of 3 unconnected molecules or ions with the total composition C3H10O3 in a non-equilibrium geometry.

Geometry as ORCA input:
```
! RIJCOSX wB97M-V def2-TZVPD def2/J DEFGRID3
* xyz 0 1
C 1.513 1.132 -1.398
C 0.065 0.803 -1.589
C -0.627 -0.269 -1.169
O -1.937 -0.071 -0.692
H 1.729 2.154 -1.730
H 2.115 0.566 -2.118
H 1.859 1.049 -0.373
H -0.602 1.533 -2.059
H -0.570 -1.335 -1.352
H -1.883 0.808 -0.298
O -1.401 -1.477 1.785
H -1.252 -2.410 1.599
H -1.551 -1.108 0.900
O 1.084 -0.621 2.551
H 1.303 0.070 3.188
H 0.153 -0.824 2.757
*
```

Summary:
Energy relative to the best compared isomer or geometry (same formula, charge and spin) = 1.774 eV
Gap between HOMO and LUMO = 9.516 eV
LUMO energy = 0.9 eV
Structure (SMILES) = C/C=C/O.O.O
Calculated total energy = -345.94927 Ha

---

- What is the calculated total energy in the sixth record?
  -345.94927 Ha

---

- The lowest calculated total energy belongs to which entry?
  C18H28Br2NO15

---

- Number 4 is which compound?
  C4H17NO8

---

- Among the records above, which one has the highest calculated total energy?
  CH5NO3